(1)
A 11-piece molecular cluster, C4H29N2O12 overall in a non-equilibrium geometry, computed with wB97M-V/def2-TZVPD.

Each line ends with the Löwdin charge.
CARTESIAN COORDINATES (ANGSTROEM)
C 0.1578 1.4288 0.1946  -0.21
N 1.5003 1.0001 0.5608  -0.04
C 1.8291 -0.1614 -0.2513  -0.42
O 1.0365 -1.2793 -0.1354  -0.33
C -0.3421 2.5517 1.1903  -0.14
N -1.5101 2.0681 1.9693  0.02
C -2.7537 2.1162 1.4164  -0.37
O -3.7264 1.7579 2.0604  -0.02
H 0.2577 2.0498 -0.6989  0.06
H -0.6156 0.6757 0.0459  0.12
H 1.5200 0.7503 1.5466  0.07
H 2.9022 -0.5646 -0.0964  0.13
H 1.9535 0.2823 -1.2482  0.09
H -0.5175 3.5071 0.6938  0.10
H 0.4100 2.6281 1.9616  0.10
H -1.2902 1.4847 2.7599  0.10
H -2.7782 2.4925 0.3927  0.13
H 1.9136 2.7633 -3.2153  0.05
H 1.7221 2.6534 -1.7887  0.02
O 2.0958 3.2880 -2.4181  -0.06
H 1.1767 -2.5662 2.8027  0.09
H 0.8723 -1.5137 1.5141  0.06
O 0.5118 -2.0495 2.3241  -0.11
H -2.5694 -2.2901 1.2969  0.05
H -1.2550 -2.5864 1.9922  -0.01
O -2.1031 -3.0034 1.7587  -0.07
H -1.1230 1.2620 -4.1651  0.04
H -0.0766 0.6416 -3.3445  0.00
O -0.1944 1.4154 -3.9405  -0.08
H 2.5063 -4.0894 0.6662  0.02
H 2.6371 -2.5714 0.2931  -0.02
O 3.1274 -3.3921 0.4393  -0.08
H 0.4594 -0.9872 -1.7531  0.02
H 1.0554 -1.6199 -2.8912  0.08
O 0.3135 -1.0204 -2.7362  -0.09
H -0.9519 -3.6287 -1.8621  0.00
H -0.8019 -2.4272 -2.8461  -0.01
O -1.4551 -2.9546 -2.3450  -0.10
H -0.3198 -3.8112 0.6622  0.01
H 0.6965 -2.9284 -0.1498  -0.01
O 0.3179 -3.8343 -0.0568  -0.09
H 0.5745 4.2632 -2.0410  0.02
H -0.6418 3.4678 -2.3720  0.01
O -0.3568 4.1275 -1.7313  -0.09
H 0.4089 0.1622 4.2589  0.06
H 0.1346 -0.5308 2.7532  0.02
O 0.3064 0.2892 3.3046  -0.10

Calculated values
Total charge: -1
E_LUMO in eV: 2.66
Energy relative to the best compared isomer or geometry (same formula, charge and spin) in kJ/mol: 147.7
HOMO-LUMO gap in eV: 8.96
HOMO level in Eh: -0.2317

---

(2)
C19H18Br2N3O6Pd as an isolated structure, computed with wB97M-V/def2-TZVPD.

Each line ends with the Löwdin charge.
CARTESIAN COORDINATES (ANGSTROEM)
Pd -0.0384 -0.7193 0.2963  0.99
Br 1.8254 -1.3227 -4.8225  1.05
C 2.3963 -2.0811 -3.2688  -0.57
C 3.2828 -3.1331 -3.2720  -0.15
C 3.7119 -3.6562 -2.0655  -0.53
Br 4.9122 -5.0579 -2.1547  1.01
C 3.2456 -3.2008 -0.7712  -0.16
C 3.6253 -3.7982 0.4354  0.01
C 3.0862 -3.3256 1.6094  0.02
C 2.1637 -2.2900 1.5589  -0.03
N 1.7885 -1.7132 0.4105  0.04
C 2.3334 -2.1415 -0.7274  -0.11
C 2.0062 -1.3945 -1.9890  -0.39
O 1.5767 -0.2768 -1.9959  0.12
H 3.6261 -3.5594 -4.2030  0.12
H 4.3295 -4.6178 0.4441  0.09
H 3.3551 -3.7558 2.5628  0.13
H 1.7048 -1.8919 2.4510  0.12
C -2.5203 0.4506 -3.6202  -0.06
C -3.6440 -0.0956 -2.7486  -0.15
C -3.2939 -1.4266 -2.0428  -0.31
C -4.4744 -1.8916 -1.1662  -0.16
C -4.1980 -3.1881 -0.4163  -0.06
C -3.0361 -2.4761 -3.1140  -0.40
O -3.8824 -2.8385 -3.8869  0.14
N -1.7481 -3.0030 -3.1915  0.23
C -0.7017 -2.6828 -2.3629  -0.48
O 0.4131 -3.2072 -2.5676  0.02
N -0.9042 -1.8177 -1.3637  0.10
C -2.0895 -1.1968 -1.1727  -0.43
O -2.1202 -0.3902 -0.2222  0.00
H -2.8237 1.3875 -4.0850  0.08
H -2.2638 -0.2426 -4.4253  0.08
H -1.6182 0.6543 -3.0374  0.08
H -4.5366 -0.2823 -3.3464  0.13
H -3.9038 0.6209 -1.9687  0.13
H -5.3333 -2.0079 -1.8275  0.13
H -4.6948 -1.0847 -0.4667  0.13
H -3.9941 -4.0131 -1.1027  0.08
H -5.0610 -3.4724 0.1838  0.08
H -3.3484 -3.0856 0.2633  0.08
H -1.5792 -3.6851 -3.9182  0.17
C 1.4214 1.3198 3.6047  -0.03
O 1.2777 0.3419 2.5473  -0.14
C 0.2097 0.5345 1.7532  -0.55
O -0.5798 1.4218 1.8789  0.08
H 2.3166 1.0359 4.1482  0.09
H 0.5491 1.2970 4.2535  0.10
H 1.5282 2.3131 3.1758  0.10

Calculated values
Total charge: +1
E_LUMO in eV: -6.66
Energy relative to the best compared isomer or geometry (same formula, charge and spin) in kJ/mol: 0.0
HOMO-LUMO gap in eV: 5.16
HOMO level in Eh: -0.4344

---

(3)
C27H44Cl2NO2PTi as an isolated structure in a non-equilibrium geometry, computed with wB97M-V/def2-TZVPD.

Each line ends with the Löwdin charge.
CARTESIAN COORDINATES (ANGSTROEM)
P -1.1602 0.6727 -0.6751  1.10
C -1.5378 -0.6362 -1.9946  -0.45
C -2.3058 -0.2237 -3.2561  -0.21
C -2.6865 -1.4698 -4.0683  -0.20
C -1.4787 -2.3530 -4.3991  -0.21
C -0.6503 -2.6948 -3.1569  -0.20
C -0.2787 -1.4422 -2.3487  -0.22
C 0.0951 1.8499 -1.4565  -0.45
C -0.1207 2.2581 -2.9124  -0.21
C 0.8859 3.3514 -3.3022  -0.20
C 2.3355 2.9248 -3.0464  -0.21
C 2.5532 2.4009 -1.6232  -0.20
C 1.5259 1.3282 -1.2318  -0.23
C -2.7088 1.7214 -0.7711  -0.48
C -3.9177 0.8756 -0.3307  -0.23
C -5.2125 1.6971 -0.3148  -0.21
C -5.0827 2.9764 0.5197  -0.21
C -3.8638 3.8087 0.1080  -0.21
C -2.5658 2.9895 0.0885  -0.22
H -2.2012 -1.3028 -1.4087  0.10
H -1.6875 0.4396 -3.8754  0.09
H -3.2146 0.3389 -3.0045  0.09
H -3.1955 -1.1622 -4.9892  0.11
H -3.4073 -2.0572 -3.4820  0.11
H -1.8207 -3.2760 -4.8795  0.10
H -0.8394 -1.8347 -5.1255  0.11
H -1.2317 -3.3657 -2.5094  0.11
H 0.2629 -3.2289 -3.4417  0.11
H 0.2576 -1.7341 -1.4338  0.10
H 0.4054 -0.8192 -2.9461  0.10
H -0.0254 2.7556 -0.8362  0.10
H 0.6660 4.2536 -2.7146  0.11
H -1.1467 2.6182 -3.0799  0.11
H 0.0290 1.3859 -3.5662  0.10
H 0.7485 3.6124 -4.3581  0.11
H 3.0053 3.7710 -3.2351  0.10
H 2.6101 2.1397 -3.7627  0.11
H 3.5645 1.9919 -1.5205  0.11
H 2.4692 3.2377 -0.9162  0.11
H 1.6581 1.0378 -0.1792  0.07
H 1.6919 0.4258 -1.8399  0.10
H -2.8409 2.0284 -1.8260  0.10
H -4.0498 0.0043 -0.9876  0.10
H -3.7237 0.4814 0.6781  0.12
H -5.4737 1.9668 -1.3478  0.11
H -6.0281 1.0752 0.0703  0.11
H -4.9889 2.7039 1.5788  0.11
H -5.9928 3.5776 0.4226  0.10
H -3.7420 4.6615 0.7847  0.11
H -4.0337 4.2175 -0.8977  0.11
H -1.7513 3.6234 -0.2873  0.10
H -2.2935 2.6987 1.1145  0.12
Ti 0.7145 -1.2884 3.3542  0.30
Cl 0.7793 0.8201 2.7037  0.02
Cl -0.4217 -2.4769 1.8761  0.03
C 2.5437 -1.9106 3.4395  -0.26
H 2.9280 -1.9412 4.4740  -0.01
C 3.5652 -2.0402 2.4224  -0.33
C 4.9553 -2.0369 2.7627  -0.07
C 5.9300 -2.1876 1.7918  -0.11
C 5.5723 -2.3388 0.4381  -0.11
C 4.2186 -2.3261 0.0774  -0.10
C 3.2319 -2.1802 1.0472  -0.06
H 5.2288 -1.9068 3.8134  0.09
H 6.9851 -2.1880 2.0765  0.10
H 3.9330 -2.4355 -0.9716  0.10
H 2.1695 -2.1869 0.7798  0.06
H 6.3475 -2.4601 -0.3239  0.09
N 2.0637 -3.3414 6.8014  0.20
C 1.5899 -1.9974 7.2504  -0.05
C 0.2854 -1.8518 6.5021  -0.57
O -0.7593 -2.0979 7.0657  0.12
O 0.4175 -1.6562 5.1928  -0.22
H 1.2599 -3.9889 6.8640  0.19
H 2.8188 -3.7132 7.3884  0.18
H 2.4158 -3.3070 5.8240  0.14
H 1.3955 -2.0277 8.3197  0.14
H 2.3260 -1.2355 7.0037  0.14

Calculated values
Total charge: 0
E_LUMO in eV: -1.15
HOMO-LUMO gap in eV: 5.35
HOMO level in Eh: -0.2390

---

(4)
An isolated ion of composition C7H8N5 and charge +1 in a non-equilibrium geometry, computed with wB97M-V/def2-TZVPD.

Each line ends with the Löwdin charge.
CARTESIAN COORDINATES (ANGSTROEM)
C 0.0222 1.5241 -0.0473  0.03
C -0.6566 0.2051 3.0914  -0.12
C -0.0279 -1.5720 -1.9938  -0.10
C -0.2998 1.0241 1.1399  -0.18
C -0.7226 -0.4048 1.0717  -0.30
C 0.0325 0.5758 -1.1823  -0.19
C 1.4190 -0.0953 -1.2243  -0.05
N -0.8136 -0.8405 2.3656  0.15
N -0.9709 -1.1032 0.0756  0.18
N -0.2617 1.3579 2.4682  0.15
N -0.8905 -0.6594 -1.2924  0.00
N 1.2819 -1.2405 -1.7748  0.08
H 0.6648 2.3982 -0.4392  0.17
H -0.8597 0.1759 4.2302  0.18
H -0.3748 -2.5485 -2.1921  0.11
H -0.0178 1.0739 -2.1568  0.16
H 2.2798 0.4509 -0.9430  0.13
H -0.0160 2.2641 2.7215  0.15
H -1.8049 -0.6726 -1.7364  0.20
H 2.0165 -1.9132 -2.1817  0.24

Calculated values
Total charge: +1
E_LUMO in eV: -4.03
Energy relative to the best compared isomer or geometry (same formula, charge and spin) in kJ/mol: 355.0
HOMO-LUMO gap in eV: 7.56
HOMO level in Eh: -0.4259

---

(5)
An isolated ion of composition S2 and charge -1, computed with wB97M-V/def2-TZVPD.

Each line ends with the Löwdin charge.
CARTESIAN COORDINATES (ANGSTROEM)
S 0.0000 0.0000 0.9934  -0.50
S 0.0000 0.0000 -0.9934  -0.50

Calculated values
Total charge: -1
Multiplicity: 2
E_LUMO (alpha / beta) in eV: 3.97 / 3.95
Energy relative to the best compared isomer or geometry (same formula, charge and spin) in kJ/mol: 0.1
HOMO-LUMO gap (alpha / beta) in eV: 5.96 / 5.67
HOMO level (alpha / beta) in Eh: -0.0730 / -0.0634

---

Number 1: calculated total energy -1182.2740 Eh. Number 2: calculated total energy -6626.2307 Eh. Number 3: calculated total energy -3371.7410 Eh. Number 4: calculated total energy -544.8921 Eh. Number 5: calculated total energy -796.4116 Eh.